Record 1
The following is a quantum chemistry calculation of a structure of composition C29H58N2NbO12, from OMol25.

Properties
Maximum force in eV Å⁻¹: 1.6
Kohn-Sham gap in eV: 6.30
Total charge: -1
E_LUMO in eV: 2.022

The geometry in XYZ format:
```
102
C29H58N2NbO12 the ωB97M-V functional and the def2-TZVPD basis
C 4.689 -2.558 0.995
C 5.797 -1.515 0.925
C 5.247 -0.091 1.008
C 4.619 0.408 -0.315
Nb 2.566 1.425 -0.163
C 3.759 2.877 1.055
C 3.449 2.675 2.546
C 1.960 0.011 -1.823
C 0.949 -0.957 -1.223
N -0.125 -1.372 -2.157
C 0.475 2.180 0.325
C -0.183 1.863 1.685
C -1.281 0.778 1.636
C -0.894 -0.546 2.304
C -1.505 -1.775 1.636
N -2.966 -1.778 1.521
H 5.087 -3.574 0.959
H 3.992 -2.450 0.163
H 4.121 -2.447 1.920
H 6.372 -1.643 0.004
H 6.489 -1.691 1.756
H 4.520 -0.072 1.825
H 6.055 0.578 1.318
H 5.297 1.137 -0.770
H 4.520 -0.454 -0.979
H 2.812 2.616 -1.583
H 2.224 0.135 1.163
H 4.825 2.745 0.874
H 3.538 3.903 0.749
H 2.629 3.323 2.857
H 3.177 1.645 2.794
H 4.306 2.957 3.163
H 1.487 0.591 -2.624
H 2.776 -0.527 -2.307
H 0.498 -0.499 -0.336
H 1.462 -1.864 -0.900
H -0.881 -0.694 -2.113
H -0.534 -2.236 -1.813
H -0.189 1.839 -0.480
H 0.586 3.269 0.234
H 0.577 1.548 2.403
H -0.628 2.772 2.104
H -2.155 1.181 2.153
H -1.583 0.583 0.601
H 0.193 -0.656 2.324
H -1.235 -0.541 3.345
H -1.237 -2.659 2.215
H -1.068 -1.914 0.645
H -3.382 -1.735 2.445
H -3.281 -0.970 0.996
C 1.261 5.999 -2.640
C 0.682 5.718 -1.267
C -0.158 6.819 -0.640
O 0.033 6.598 0.760
C 1.232 5.972 0.918
O 1.762 5.749 1.956
O 1.723 5.602 -0.281
H 2.339 5.855 -2.612
H 0.852 5.319 -3.384
H 1.053 7.021 -2.963
H 0.133 4.773 -1.259
H -1.218 6.763 -0.875
H 0.230 7.808 -0.898
C -2.289 -1.490 -4.813
C -2.373 -1.715 -6.309
C -1.091 -2.157 -6.988
O -1.256 -1.654 -8.322
C -2.085 -0.583 -8.260
O -2.289 0.161 -9.166
O -2.641 -0.489 -7.037
H -2.630 -0.491 -4.553
H -2.915 -2.204 -4.280
H -1.272 -1.617 -4.440
H -3.186 -2.401 -6.564
H -0.950 -3.233 -7.022
H -0.219 -1.680 -6.534
C -5.795 -4.779 -1.219
C -5.817 -3.267 -1.102
C -6.819 -2.531 -1.976
O -6.182 -1.268 -2.180
C -4.842 -1.454 -2.056
O -4.011 -0.652 -2.327
O -4.587 -2.691 -1.578
H -4.786 -5.110 -1.457
H -6.093 -5.250 -0.285
H -6.468 -5.130 -2.003
H -5.928 -2.955 -0.061
H -7.791 -2.379 -1.515
H -6.939 -3.025 -2.944
C 1.034 -1.319 7.765
C 0.434 -2.297 6.772
C 0.742 -2.046 5.307
O -0.410 -2.596 4.663
C -1.449 -2.528 5.517
O -2.588 -2.712 5.225
O -1.011 -2.209 6.759
H 0.245 -0.897 8.385
H 1.752 -1.812 8.417
H 1.546 -0.501 7.258
H 0.682 -3.329 7.033
H 1.636 -2.541 4.940
H 0.791 -0.979 5.076
```

Atomic partial charges in e from the Mulliken method, atoms 1 to 99: C -0.69; C -0.91; C 0.06; C -1.13; Nb -1.21; C -0.85; C -0.81; C -1.37; C 0.74; N -0.45; C 0.04; C -0.30; C -0.81; C 0.38; C -0.79; N -0.45; H 0.39; H 0.06; H 0.13; H 0.37; H 0.37; H -0.08; H 0.41; H 0.39; H 0.61; H -0.04; H 0.28; H 0.58; H 0.36; H 0.30; H 0.09; H 0.36; H 0.31; H 0.44; H -0.63; H 0.41; H 0.23; H 0.28; H 0.60; H -0.87; H 0.08; H 0.35; H 0.44; H 0.19; H -0.14; H 0.44; H 0.32; H -0.11; H 0.28; H 0.23; C -1.41; C 0.86; C -0.62; O -0.36; C 0.65; O -0.53; O -0.31; H 0.31; H 0.34; H 0.37; H 0.07; H 0.31; H 0.36; C -0.86; C 0.43; C -0.54; O -0.35; C 0.61; O -0.56; O -0.38; H 0.37; H 0.08; H 0.25; H 0.27; H 0.32; H 0.36; C -1.35; C 0.60; C -0.61; O -0.33; C 0.54; O -0.47; O -0.34; H 0.33; H 0.34; H 0.36; H 0.28; H 0.30; H 0.33; C -1.26; C 0.63; C -0.70; O -0.20; C 0.65; O -0.56; O -0.39; H 0.31; H 0.31; H 0.35

Record 2
The following is a quantum chemistry calculation of the molecule CH3N2OP, from OMol25.

Properties
Maximum force in eV Å⁻¹: 3.8
Energy relative to the best compared isomer or geometry (same formula, charge and spin) in eV: 3.029
Kohn-Sham gap in eV: 9.77
E_LUMO in eV: -0.292

The geometry in XYZ format:
```
8
CH3N2OP the ωB97M-V functional and the def2-TZVPD basis
C 1.311 -0.236 0.055
N 0.322 0.538 -0.165
N -1.919 -1.529 -0.584
O -2.038 1.128 0.430
P -1.756 -0.177 -0.052
H 1.136 -1.346 -0.173
H 2.354 0.065 0.381
H 0.591 1.557 0.108
```

Now the natural (NBO) charges, all in e: C 0.02; N -0.67; N -1.11; O -1.02; P 1.99; H 0.21; H 0.19; H 0.40

Record 3
The following is a quantum chemistry calculation of a structure of composition C23H46BrCoN2PSSi2, from OMol25.

Properties
Maximum force in eV Å⁻¹: 4.0
Expectation value of S²: 3.763
Energy relative to the best compared isomer or geometry (same formula, charge and spin) in eV: 0.000
Kohn-Sham gap (spin up / spin down) in eV: 7.01 / 7.17
2S+1: 4
E_LUMO (spin up / spin down) in eV: -0.603 / -0.736

The geometry in XYZ format:
```
77
C23H46BrCoN2PSSi2 the ωB97M-V functional and the def2-TZVPD basis
Co -6.532 8.408 13.307
C -3.744 6.188 9.298
C -3.641 6.388 10.782
C -2.426 6.300 11.547
C -2.410 6.847 12.864
C -3.552 7.496 13.409
Br -3.465 8.163 15.166
N -4.708 7.439 12.716
C -4.726 6.903 11.441
H -3.015 6.637 8.632
H -4.723 6.520 8.904
H -3.735 5.106 8.977
H -1.486 6.056 11.033
H -1.519 6.923 13.412
H -5.735 7.025 10.987
C -5.562 11.001 10.409
Si -5.278 11.464 12.235
C -5.704 13.355 12.011
C -3.570 11.298 12.913
C -6.270 10.546 13.678
Si -7.815 11.561 14.157
C -9.428 11.052 13.193
C -7.944 13.472 14.250
C -8.101 11.324 16.008
H -6.370 11.544 9.920
H -5.771 9.904 10.211
H -4.691 11.269 9.797
H -5.330 13.790 11.086
H -5.359 13.878 12.904
H -6.838 13.466 11.886
H -2.862 11.965 12.450
H -3.240 10.276 12.838
H -3.545 11.504 13.983
H -5.359 10.539 14.375
H -10.221 10.800 13.902
H -9.230 10.114 12.525
H -9.659 11.822 12.492
H -8.893 13.712 14.793
H -8.125 13.782 13.250
H -7.068 14.068 14.599
H -9.070 10.835 16.170
H -8.139 12.216 16.690
H -7.462 10.602 16.490
C -7.703 4.954 12.285
C -7.353 4.877 13.784
C -6.078 4.158 14.009
P -7.495 6.707 14.406
C -9.436 6.702 14.798
C -10.354 6.930 13.594
C -9.635 7.893 15.812
C -6.727 6.517 16.161
C -6.632 7.829 16.965
C -7.349 5.430 17.063
H -8.801 4.996 12.179
H -7.387 3.989 11.816
H -7.262 5.706 11.607
H -8.061 4.356 14.438
H -5.286 4.508 13.304
H -6.177 3.058 13.795
H -5.775 4.208 15.036
H -9.624 5.753 15.232
H -10.330 7.924 13.181
H -11.414 6.681 13.920
H -10.172 6.236 12.690
H -8.942 8.676 15.543
H -9.388 7.451 16.704
H -10.666 8.232 15.679
H -5.649 6.176 15.966
H -6.261 8.589 16.223
H -5.931 7.643 17.728
H -7.544 8.278 17.458
H -7.060 5.686 18.101
H -6.979 4.321 16.826
H -8.467 5.427 17.096
S -8.595 9.008 9.116
C -8.109 8.633 10.586
N -7.748 8.464 11.717
```

Now the Mulliken charges, all in e: Co 0.87; C -1.53; C 0.94; C -0.59; C -0.72; C -0.27; Br 0.02; N 0.75; C -0.58; H 0.37; H 0.39; H 0.31; H 0.40; H 0.54; H -0.10; C -0.93; Si 0.29; C -1.15; C -1.12; C -0.05; Si 0.37; C -0.75; C -1.34; C -1.31; H 0.35; H 0.01; H 0.42; H 0.41; H 0.25; H 0.17; H 0.45; H 0.23; H 0.38; H 0.01; H 0.34; H -0.20; H 0.52; H 0.35; H 0.45; H 0.27; H 0.42; H 0.38; H 0.21; C -1.18; C 0.43; C -1.45; P 0.13; C 0.17; C -1.20; C -1.52; C 0.87; C -1.44; C -1.41; H 0.20; H 0.44; H 0.08; H 0.51; H 0.09; H 0.46; H 0.31; H 0.87; H 0.13; H 0.44; H 0.18; H 0.13; H 0.30; H 0.58; H 0.30; H -0.17; H 0.72; H 0.27; H 0.48; H 0.22; H 0.23; S -0.40; C 0.46; N -0.47

Record 4
The following is a quantum chemistry calculation of the molecule C2H3NO2S, from OMol25.

Properties
SMILES: O=C1NOCS1
Maximum force in eV Å⁻¹: 2.3
Energy relative to the best compared isomer or geometry (same formula, charge and spin) in eV: 2.320
Kohn-Sham gap in eV: 10.42
E_LUMO in eV: 0.560

The geometry in XYZ format:
```
9
C2H3NO2S the ωB97M-V functional and the def2-TZVPD basis
C 1.168 -0.121 0.625
C -1.292 0.058 0.010
H 1.530 0.160 -1.337
H -1.677 -0.939 -0.061
H -2.075 0.781 -0.114
N 0.812 -0.352 -0.733
O 2.260 -0.223 1.073
O -0.368 0.337 -1.020
S -0.357 0.300 1.557
```

Now the natural (NBO) charges, all in e: C 0.53; C -0.20; H 0.39; H 0.19; H 0.22; N -0.36; O -0.54; O -0.37; S 0.14

Record 5
The following is a quantum chemistry calculation of a structure of composition CsH2O, from OMol25.

Properties
Maximum force in eV Å⁻¹: 0.7
Energy relative to the best compared isomer or geometry (same formula, charge and spin) in eV: 0.503
Kohn-Sham gap in eV: 11.85
Total charge: +1
E_LUMO in eV: -4.202

The geometry in XYZ format:
```
4
CsH2O the ωB97M-V functional and the def2-TZVPD basis
Cs 1.382 -0.739 -1.865
O -0.624 0.558 0.451
H -0.095 0.537 1.262
H -0.663 -0.356 0.152
```

Now the natural (NBO) charges, all in e: Cs 1.00; O -0.93; H 0.49; H 0.44

Record 6
The following is a quantum chemistry calculation of a structure of composition C19H26GaN4SSe2, from OMol25.

Properties
Maximum force in eV Å⁻¹: 0.1
Energy relative to the best compared isomer or geometry (same formula, charge and spin) in eV: 0.000
Kohn-Sham gap in eV: 7.50
Total charge: +1
E_LUMO in eV: -3.443

The geometry in XYZ format:
```
53
C19H26GaN4SSe2 the ωB97M-V functional and the def2-TZVPD basis
Ga -0.323 -0.197 0.653
C -1.927 3.804 1.449
C -1.219 2.593 0.950
N -1.173 1.471 1.571
N -1.791 1.343 2.771
C -1.473 0.242 3.409
N -2.047 0.042 4.602
S -0.359 -0.985 2.856
C -0.493 2.615 -0.338
C -0.511 3.710 -1.185
C 0.186 3.643 -2.383
C 0.872 2.485 -2.701
C 0.840 1.431 -1.804
N 0.187 1.498 -0.644
H -2.349 3.613 2.429
H -2.731 4.078 0.763
H -1.240 4.650 1.508
H -2.700 0.724 4.951
H -1.884 -0.804 5.115
H -1.068 4.596 -0.919
H 0.183 4.485 -3.062
H 1.414 2.381 -3.629
H 1.337 0.498 -2.031
C 2.772 0.832 1.566
Se 2.247 -0.656 0.430
C 2.771 -2.074 1.672
C 2.702 -3.433 1.006
Se 0.906 -3.952 0.458
C 0.309 -4.634 2.178
H 2.252 0.751 2.519
H 2.496 1.752 1.056
H 3.849 0.798 1.704
H 2.135 -2.004 2.553
H 3.795 -1.825 1.955
H 3.073 -4.196 1.690
H 3.325 -3.464 0.113
H 0.882 -5.522 2.432
H -0.738 -4.904 2.058
H 0.392 -3.879 2.954
C -1.567 -1.134 -0.577
C -1.239 -0.935 -2.024
C -0.249 -1.696 -2.645
C 0.098 -1.473 -3.970
C -0.534 -0.476 -4.701
C -1.528 0.282 -4.098
C -1.879 0.050 -2.774
H -1.561 -2.189 -0.304
H -2.559 -0.739 -0.345
H 0.244 -2.484 -2.085
H 0.859 -2.087 -4.436
H -0.270 -0.306 -5.736
H -2.045 1.047 -4.663
H -2.667 0.639 -2.317
```

Now the natural (NBO) charges, all in e: Ga 1.33; C -0.69; C 0.27; N -0.35; N -0.42; C 0.32; N -0.76; S -0.30; C 0.16; C -0.22; C -0.12; C -0.22; C 0.09; N -0.54; H 0.27; H 0.24; H 0.24; H 0.42; H 0.42; H 0.24; H 0.24; H 0.25; H 0.23; C -0.78; Se 0.42; C -0.55; C -0.59; Se 0.30; C -0.78; H 0.24; H 0.24; H 0.24; H 0.24; H 0.24; H 0.24; H 0.24; H 0.23; H 0.24; H 0.22; C -0.96; C -0.03; C -0.24; C -0.20; C -0.24; C -0.20; C -0.20; H 0.25; H 0.24; H 0.22; H 0.22; H 0.22; H 0.22; H 0.20